(1)
Density functional theory data (the ωB97M-V functional and the def2-TZVPD basis) for a single C6H16N2 molecule in a non-equilibrium geometry.

The geometry in ORCA input format:
```
! RIJCOSX wB97M-V def2-TZVPD def2/J DEFGRID3
* xyz 0 1
C -1.36 -0.24 -3.21
C -0.59 -0.37 -1.91
C -0.51 0.85 -1.00
C -0.17 0.55 0.44
C -0.04 1.87 1.19
N 1.04 -0.24 0.45
C 1.44 -0.91 1.68
N 0.37 -1.64 2.32
H -2.38 -0.63 -3.19
H -1.52 0.78 -3.60
H -0.88 -0.82 -3.99
H -0.89 -1.24 -1.33
H 0.42 -0.71 -2.13
H -1.42 1.44 -1.11
H 0.26 1.55 -1.34
H -0.98 -0.03 0.87
H -0.96 2.46 1.14
H 0.17 1.77 2.26
H 0.81 2.46 0.86
H 1.81 0.18 -0.05
H 1.88 -0.23 2.41
H 2.21 -1.63 1.43
H -0.14 -1.15 3.04
H -0.22 -2.09 1.64
*
```

Summary:
SMILES: CCC[C@H](C)NCN
maximum force: 1.05 eV/A
LUMO level: 1.085 eV
total energy: -9461.34710 eV
ΔE to the lowest compared entry with this formula, charge and spin: 70.2 kJ/mol
gap between HOMO and LUMO: 9.5764 eV

***

(2)
Density functional theory data (the ωB97M-V functional and the def2-TZVPD basis) for a 15-piece molecular cluster, C5H37NO15 overall in a non-equilibrium geometry.

The geometry in ORCA input format:
```
! RIJCOSX wB97M-V def2-TZVPD def2/J DEFGRID3
* xyz 1 2
C -0.55 1.73 -2.83
N 0.04 0.86 -1.94
C 0.76 1.28 -0.74
C 0.44 0.10 0.26
C -0.08 -1.11 -0.55
C -0.42 -0.53 -1.90
O -0.53 2.91 -2.53
H -1.10 1.37 -3.71
H 1.80 1.29 -1.07
H 0.41 2.24 -0.39
H -0.44 0.37 0.85
H 1.28 -0.10 0.94
H -1.02 -1.52 -0.20
H 0.56 -1.97 -0.57
H -1.44 -0.78 -2.28
H 0.30 -0.85 -2.79
H -1.01 5.01 -0.36
H -1.25 3.70 -1.14
O -1.29 4.09 -0.25
H 2.67 -0.61 4.04
H 2.65 0.00 2.59
O 2.33 0.12 3.51
H -1.07 -3.57 -1.82
H -0.42 -4.65 -1.17
O -0.32 -3.68 -1.21
H -3.54 0.06 -2.30
H -3.60 -1.21 -3.06
O -3.70 -0.24 -3.19
H 0.15 3.48 1.30
H 0.90 4.44 2.18
O 0.98 3.56 1.80
H -1.53 -0.06 3.35
H -2.95 0.35 3.62
O -2.44 -0.38 3.26
H 0.47 0.81 3.73
H 0.45 2.10 2.96
O 0.03 1.21 2.94
H 4.10 -0.34 -1.29
H 4.27 0.86 -2.14
O 4.28 0.61 -1.21
H 1.33 -3.26 -1.82
H 2.88 -2.92 -2.21
O 1.98 -3.05 -2.51
H 3.91 0.45 0.93
H 4.44 1.12 2.03
O 4.33 0.19 1.77
H -3.03 -0.95 1.55
H -3.55 0.22 0.67
O -3.60 -0.73 0.79
H -1.46 2.09 2.36
H -2.03 3.22 1.48
O -2.30 2.45 2.00
H -4.05 -3.17 -1.22
H -4.02 -1.75 -0.81
O -3.79 -2.31 -1.58
H 2.63 -4.34 -0.70
H 2.81 -3.99 0.67
O 3.37 -4.20 -0.09
*
```

Summary:
maximum force: 3.18 eV/A
LUMO level (alpha / beta): -3.636 / -7.814 eV
total energy: -37979.52289 eV
expectation value of S²: 0.7645
ΔE to the lowest compared entry with this formula, charge and spin: 94.1 kJ/mol
gap between HOMO and LUMO (alpha / beta): 9.9997 / 5.8210 eV

***

(3)
Density functional theory data (the ωB97M-V functional and the def2-TZVPD basis) for a single C24H26F2N4O3S molecule in a non-equilibrium geometry.

The geometry in ORCA input format:
```
! RIJCOSX wB97M-V def2-TZVPD def2/J DEFGRID3
* xyz 0 1
C -3.64 -1.60 -2.26
O -3.48 -0.83 -1.08
C -3.04 -1.55 0.02
C -3.97 -1.75 1.03
C -3.65 -2.47 2.16
C -2.39 -3.02 2.27
C -1.45 -2.81 1.28
C -1.73 -2.04 0.14
N -0.79 -1.84 -0.87
C -0.63 -0.49 -1.40
C 0.26 0.34 -0.47
N 1.58 -0.26 -0.38
C 2.51 0.49 0.46
C 2.47 2.02 0.23
N 1.37 2.65 0.92
S 0.40 3.76 0.17
O 0.76 3.84 -1.21
O 0.35 4.95 0.96
C -1.24 3.00 0.23
C -2.02 2.98 -0.91
C -3.27 2.41 -0.85
F -4.03 2.39 -1.96
C -3.77 1.85 0.32
C -2.99 1.88 1.46
C -1.73 2.46 1.41
F -0.97 2.47 2.51
C 3.91 0.02 0.17
C 4.33 -0.17 -1.14
C 5.64 -0.58 -1.37
C 6.47 -0.78 -0.28
N 6.08 -0.60 0.97
C 4.83 -0.22 1.18
C 1.47 -1.63 0.11
C 0.52 -2.44 -0.78
H -3.94 -0.91 -3.04
H -2.70 -2.10 -2.54
H -4.42 -2.36 -2.11
H -4.96 -1.34 0.89
H -4.39 -2.62 2.94
H -2.12 -3.61 3.13
H -0.47 -3.24 1.41
H -1.60 0.00 -1.49
H -0.17 -0.57 -2.38
H 0.35 1.34 -0.89
H -0.22 0.40 0.52
H 2.28 0.33 1.53
H 2.35 2.24 -0.83
H 3.42 2.44 0.56
H 1.53 2.88 1.89
H -1.62 3.40 -1.82
H -4.75 1.40 0.32
H -3.34 1.45 2.38
H 3.64 -0.01 -1.95
H 6.00 -0.73 -2.38
H 7.50 -1.10 -0.41
H 4.56 -0.09 2.22
H 2.46 -2.08 0.09
H 1.10 -1.64 1.15
H 0.45 -3.47 -0.43
H 0.93 -2.46 -1.80
*
```

Summary:
SMILES: COc1ccccc1N1CCN([C@H](CNS(=O)(=O)c2cc(F)ccc2F)c2cccnc2)CC1
maximum force: 1.00 eV/A
LUMO level: 0.524 eV
total energy: -53681.91267 eV
ΔE to the lowest compared entry with this formula, charge and spin: 0.0 kJ/mol
gap between HOMO and LUMO: 8.4883 eV

***

(4)
Density functional theory data (the ωB97M-V functional and the def2-TZVPD basis) for C47H56BInN9OPS4 as an isolated structure.

The geometry in ORCA input format:
```
! RIJCOSX wB97M-V def2-TZVPD def2/J DEFGRID3
* xyz 0 1
In -0.64 -0.72 2.26
N 2.09 2.73 2.84
C 1.45 1.53 2.86
S -0.31 1.63 2.92
N 2.19 0.46 2.91
N 1.49 -0.71 2.97
C 2.14 -1.77 3.26
C 1.55 -3.09 3.41
C 2.45 -4.16 3.47
C 2.04 -5.46 3.68
C 0.67 -5.69 3.86
C -0.23 -4.66 3.82
C 0.16 -3.32 3.57
O -0.76 -2.39 3.54
H 1.57 3.49 2.42
H 3.07 2.70 2.61
H 3.22 -1.67 3.43
H 3.51 -3.95 3.36
H 2.75 -6.27 3.72
H 0.32 -6.70 4.05
H -1.29 -4.83 3.99
C -5.61 3.29 3.48
C -4.90 1.94 3.33
C -3.87 1.81 4.45
C -5.96 0.84 3.37
N -4.20 1.92 2.01
C -4.19 2.97 1.11
C -3.43 2.60 0.06
N -2.96 1.33 0.30
B -1.86 0.60 -0.56
N -1.61 1.32 -1.89
C -2.03 0.91 -3.14
C -1.52 1.75 -4.05
N -0.77 2.70 -3.37
C -0.83 2.44 -2.03
S -0.16 3.29 -0.74
C -0.06 3.84 -4.02
C -0.14 3.68 -5.53
C -0.75 5.14 -3.60
C 1.41 3.84 -3.62
N -2.38 -0.83 -0.84
C -3.67 -1.12 -1.24
C -3.85 -2.45 -1.15
N -2.66 -3.00 -0.68
C -1.79 -1.99 -0.48
S -0.18 -2.11 0.17
C -2.54 -4.42 -0.25
C -3.68 -5.23 -0.87
C -2.65 -4.43 1.28
C -1.22 -5.05 -0.71
C -3.44 0.92 1.50
S -3.20 -0.64 2.22
H -6.12 3.28 4.45
H -4.90 4.12 3.49
H -6.36 3.45 2.71
H -4.38 1.90 5.41
H -3.37 0.85 4.42
H -3.12 2.60 4.37
H -6.50 0.90 4.31
H -6.67 0.96 2.55
H -5.51 -0.15 3.30
H -4.71 3.89 1.28
H -3.13 3.15 -0.80
H -0.85 0.57 0.07
H -2.62 0.02 -3.29
H -1.60 1.74 -5.12
H -1.17 3.73 -5.90
H 0.41 4.50 -5.99
H 0.32 2.74 -5.86
H -1.79 5.14 -3.93
H -0.71 5.27 -2.52
H -0.24 5.99 -4.08
H 1.87 2.88 -3.86
H 1.93 4.62 -4.18
H 1.53 4.03 -2.56
H -4.35 -0.35 -1.55
H -4.71 -3.04 -1.39
H -4.66 -4.95 -0.48
H -3.69 -5.12 -1.96
H -3.53 -6.28 -0.63
H -3.62 -4.02 1.59
H -2.56 -5.45 1.65
H -1.86 -3.82 1.71
H -1.04 -4.85 -1.77
H -0.38 -4.70 -0.13
H -1.30 -6.13 -0.57
C 5.72 -3.41 -0.10
C 6.17 -2.23 -0.67
C 5.33 -1.14 -0.78
C 4.01 -1.21 -0.31
C 3.57 -2.40 0.26
C 4.42 -3.50 0.37
P 2.79 0.16 -0.42
C 3.81 1.60 0.07
C 3.46 2.87 -0.41
C 4.12 4.00 0.05
C 5.12 3.89 1.00
C 5.46 2.64 1.50
C 4.81 1.50 1.04
C 2.71 0.37 -2.25
C 3.73 0.93 -3.02
C 3.64 0.95 -4.41
C 2.51 0.41 -5.03
C 1.49 -0.12 -4.27
C 1.58 -0.13 -2.88
H 6.39 -4.26 -0.02
H 7.19 -2.16 -1.04
H 5.69 -0.22 -1.22
H 2.56 -2.48 0.62
H 4.06 -4.42 0.81
H 2.66 2.97 -1.13
H 3.83 4.97 -0.33
H 5.63 4.78 1.37
H 6.24 2.54 2.25
H 5.07 0.53 1.44
H 4.60 1.36 -2.54
H 4.44 1.37 -5.00
H 2.44 0.42 -6.12
H 0.60 -0.52 -4.75
H 0.78 -0.55 -2.28
*
```

Summary:
maximum force: 0.28 eV/A
LUMO level: 0.417 eV
total energy: -123594.26851 eV
ΔE to the lowest compared entry with this formula, charge and spin: 6.7 kJ/mol
gap between HOMO and LUMO: 7.5409 eV

***

(5)
Density functional theory data (the ωB97M-V functional and the def2-TZVPD basis) for an isolated ion of composition C3H10N3O and charge +1 in a non-equilibrium geometry.

The geometry in ORCA input format:
```
! RIJCOSX wB97M-V def2-TZVPD def2/J DEFGRID3
* xyz 1 1
C 0.60 0.56 -1.79
N -0.07 -0.40 -0.87
N 0.28 -0.23 0.44
C 1.57 -0.42 0.98
C -0.71 0.17 1.25
N -2.02 0.10 0.44
O -0.78 0.41 2.40
H 0.43 1.51 -1.56
H 1.61 0.51 -1.67
H 0.12 0.29 -2.70
H 0.13 -1.28 -1.20
H 2.25 -0.12 0.19
H 1.55 0.02 1.87
H 1.86 -1.39 1.28
H -2.33 1.07 0.23
H -2.70 -0.37 1.12
H -1.79 -0.41 -0.41
*
```

Summary:
SMILES: CNN(C)C([NH3+])=O
maximum force: 4.31 eV/A
LUMO level: -3.499 eV
total energy: -9782.40080 eV
ΔE to the lowest compared entry with this formula, charge and spin: 376.2 kJ/mol
gap between HOMO and LUMO: 11.0578 eV

***

(6)
Density functional theory data (the ωB97M-V functional and the def2-TZVPD basis) for C4H10N2O as an isolated structure in a non-equilibrium geometry.

The geometry in ORCA input format:
```
! RIJCOSX wB97M-V def2-TZVPD def2/J DEFGRID3
* xyz 0 1
O 1.32 1.01 1.32
C 1.48 0.79 -0.05
C 0.63 0.18 -0.98
C -0.39 -0.78 -0.41
C -1.35 -0.41 0.64
N -0.80 -0.28 2.12
N 0.49 0.80 -2.25
H 2.45 1.24 -0.30
H 1.33 -0.08 0.80
H -1.02 -1.12 -1.32
H 0.05 -1.78 0.01
H -1.80 0.62 0.55
H -2.28 -1.16 0.61
H -0.03 0.36 2.37
H -0.31 -1.18 2.22
H 0.46 0.19 -3.07
H -0.24 1.58 -2.27
*
```

Summary:
maximum force: 4.79 eV/A
LUMO level: 0.201 eV
total energy: -9332.10192 eV
ΔE to the lowest compared entry with this formula, charge and spin: 664.4 kJ/mol
gap between HOMO and LUMO: 8.8403 eV